{
  "formula": "C7H7ClNO4P",
  "method": "ωB97M-V/def2-TZVPD",
  "elements": ["Cl", "P", "O", "O", "O", "O", "N", "C", "C", "C", "C", "C", "C", "C", "H", "H", "H", "H", "H", "H", "H"],
  "xyz": [[-2.128281, -2.732148, 0.412150], [-2.410979, 0.180909, 0.883150], [-4.170250, 2.017956, 0.934942], [-1.117095, -0.791537, -1.227140], [-3.462113, -1.120542, -1.131263], [-3.088156, 2.064085, -0.843698], [-3.372835, 1.550016, 0.191888], [0.781443, -1.016095, 0.179780], [1.446454, 1.616137, -0.315940], [1.946535, -0.436103, 0.756982], [2.284820, 0.818209, 0.397763], [-0.082727, -0.204154, -0.540231], [-2.359496, -1.113199, -0.401281], [0.299471, 1.081977, -0.822716], [-3.439322, -0.514742, 1.647913], [3.138088, 1.226505, 0.888482], [0.427031, -2.040615, 0.631541], [-3.497871, -1.866764, -1.849989], [2.598341, -1.001424, 1.398414], [1.727491, 2.559286, -0.485430], [-0.382928, 1.696042, -1.400798]],
  "forces_ev_per_angstrom": [[0.078, 0.367, -0.025], [-0.094, -0.708, 2.481], [-1.757, 0.466, 2.167], [-3.035, -0.679, 0.774], [-0.890, -1.754, -2.698], [1.142, 0.002, -2.028], [0.041, -0.512, -0.347], [0.003, -1.443, 3.076], [-0.644, -2.656, -0.020], [-1.538, -2.075, -1.072], [0.865, 0.729, 1.413], [1.703, -1.647, -0.547], [2.477, 0.424, -1.307], [-1.453, 1.055, -0.715], [0.327, 0.853, -0.704], [0.730, 0.455, -0.071], [0.834, 1.961, -1.546], [0.449, 1.893, 1.929], [-0.015, -0.276, 0.142], [0.736, 3.589, -0.797], [0.039, -0.042, -0.104]],
  "homo_lumo_gap_ev": 9.420,
  "max_force_ev_per_a": 3.750,
  "e_lumo_ev": 0.15,
  "homo_ev": -9.273,
  "smiles": "O=[N+]([O-])P[C@](O)(Cl)Oc1ccccc1",
  "de_lowest_kj_mol": 126.7
}


{
  "formula": "C25H59N8O9Y",
  "method": "ωB97M-V/def2-TZVPD",
  "elements": ["Y", "O", "O", "O", "O", "O", "O", "O", "O", "O", "N", "N", "N", "N", "N", "N", "N", "N", "C", "C", "C", "C", "C", "C", "C", "C", "C", "C", "C", "C", "C", "C", "C", "C", "C", "C", "C", "C", "C", "C", "C", "C", "C", "H", "H", "H", "H", "H", "H", "H", "H", "H", "H", "H", "H", "H", "H", "H", "H", "H", "H", "H", "H", "H", "H", "H", "H", "H", "H", "H", "H", "H", "H", "H", "H", "H", "H", "H", "H", "H", "H", "H", "H", "H", "H", "H", "H", "H", "H", "H", "H", "H", "H", "H", "H", "H", "H", "H", "H", "H", "H", "H"],
  "xyz": [[-1.863827, 6.609588, 0.803157], [-2.228787, 4.500698, 5.077797], [-4.449187, 5.844288, -3.073553], [2.403013, 6.354358, 2.523227], [8.258413, -1.632882, -1.924683], [-3.798367, -6.696272, 2.237337], [-0.932077, 2.482908, 0.184527], [-10.551047, 2.200638, -2.178613], [6.513083, -4.197672, 4.412097], [2.612033, -3.873472, -5.043033], [-10.688427, -0.102192, -2.401683], [-1.752587, -7.730552, 2.003467], [4.395703, 7.293938, 2.797447], [-1.315107, 2.888958, 6.302377], [6.498383, -1.171672, -3.238603], [6.556713, -3.010902, 2.569637], [2.367673, -5.749522, -3.904333], [-5.825797, 6.374298, -4.875443], [7.628893, -1.794872, -2.895663], [-10.075017, 1.046068, -2.245093], [6.079273, 0.076838, -2.686953], [7.138763, -3.873202, 3.442117], [2.433963, -5.093042, -5.044803], [4.299073, 5.034668, 3.383677], [3.635273, 6.232938, 2.788907], [2.000083, -5.770862, -6.304613], [2.467623, -5.157152, -2.552763], [8.496403, -4.331782, 3.182697], [3.899583, 8.643628, 2.431187], [-3.030737, 4.208978, 7.259367], [-2.562747, -6.697762, 2.267937], [5.132103, -2.699932, 2.730337], [7.935333, -2.919342, -3.798343], [-12.082957, -0.191242, -2.809483], [-2.148477, -9.066492, 1.638377], [-8.526787, 0.963948, -2.465593], [-6.882067, 6.956948, -4.180403], [-1.766957, -5.433352, 2.691367], [-4.702007, 5.841258, -4.262653], [-1.111787, 2.004908, 7.411767], [-3.809077, 5.231098, -5.266513], [-2.188397, 3.859138, 6.157157], [-0.820947, 1.293558, -0.589753], [4.715463, -2.377322, 1.776167], [-12.305727, 0.480888, -3.638163], [1.818123, -6.791322, -5.967493], [7.094143, -2.631582, 1.803227], [9.193333, -3.494092, 3.209227], [8.547023, -2.565172, -4.628113], [4.166693, 8.850358, 1.394837], [2.815403, 8.722878, 2.351387], [-3.600017, 4.189838, -5.021243], [5.144923, 5.277248, 4.026937], [5.246303, 7.163428, 3.326187], [-7.762197, 6.321098, -4.084613], [-0.687667, -5.442942, 2.843507], [-2.903137, 5.784108, -5.514633], [-10.055027, -0.888882, -2.394783], [-0.256367, 1.340328, 7.532987], [2.083853, -5.821752, -1.778733], [2.291463, -6.756372, -3.927493], [-0.695947, 2.672798, 5.534257], [4.630443, -3.609162, 3.061587], [4.224573, 9.447598, 3.091587], [-7.158907, 7.975218, -4.453513], [-0.788767, -7.593102, 1.734657], [-3.889457, 4.597238, 6.711697], [-7.878657, 1.024878, -1.591343], [1.023053, -5.295132, -6.389443], [-1.462217, 2.344998, 8.386267], [8.772373, -5.015802, 3.985237], [-8.283377, 1.762578, -3.166343], [-6.678667, 6.943028, -3.109633], [6.012143, -1.409502, -4.091313], [-5.907407, 6.364988, -5.882093], [-2.162307, -5.066782, 3.638687], [8.811913, -4.854522, 2.279767], [-8.359017, 0.002868, -2.951673], [-0.815957, 1.433258, -1.670753], [-3.074657, -9.277672, 2.172897], [-12.732257, 0.207938, -2.030273], [3.604263, 4.497728, 4.029457], [-2.055227, -4.600272, 2.050297], [0.061273, 0.740358, -0.267643], [-1.696867, 1.153288, 7.064627], [2.023573, -4.168112, -2.440003], [-3.490487, 3.380948, 7.798897], [-1.366107, -9.731092, 2.004837], [-1.700067, 0.671998, -0.419693], [-2.331077, 4.829138, 7.819717], [5.013483, 0.296368, -2.750133], [7.014313, -3.410162, -4.112833], [2.775953, -5.652782, -7.061043], [4.527743, 4.205268, 2.714407], [-12.484737, -1.204032, -2.778913], [-4.209267, 5.177218, -6.278963], [8.435583, -3.717102, -3.249333], [3.509593, -5.081222, -2.241883], [5.010723, -1.827952, 3.372997], [-2.260647, -9.322322, 0.584777], [6.503913, 0.847158, -3.330683], [6.342413, 0.149658, -1.631693]],
  "forces_ev_per_angstrom": [[0.250, -0.744, 0.075], [-0.037, -0.387, 0.615], [-0.222, 0.271, 0.749], [1.557, -1.214, -0.356], [2.260, 1.795, 3.960], [1.841, -0.342, 0.073], [-0.250, -1.751, -1.685], [-0.163, -2.300, 0.104], [-0.727, -0.887, 1.645], [0.439, -0.037, -0.020], [-0.847, -1.149, -0.081], [0.838, -1.088, -1.219], [0.831, 2.319, 0.096], [2.889, -0.615, -0.165], [-2.032, 0.868, -0.458], [-0.441, 0.346, -0.794], [-0.250, -1.512, 2.443], [1.626, -0.582, 0.194], [-1.693, -2.246, -2.497], [2.080, 3.944, -0.468], [-0.048, 0.985, 0.026], [-0.756, 0.606, -1.023], [-0.246, 2.822, -0.439], [-0.610, -1.600, 0.543], [-3.427, 0.028, 0.637], [0.204, -0.708, 1.771], [0.915, -0.260, -0.072], [2.467, -0.617, 0.259], [-0.024, -0.237, -0.722], [-1.645, -0.223, 0.257], [-0.558, 1.579, 0.402], [0.837, 0.345, -0.721], [0.119, -1.447, -0.621], [-0.931, 0.452, 1.656], [-0.557, -0.755, 0.792], [-0.707, -0.619, 0.009], [-1.773, 0.293, 2.519], [-1.076, 0.671, 0.304], [-1.136, 0.749, -1.834], [-1.893, -2.394, 0.282], [0.877, -0.873, -1.726], [0.898, 0.192, -3.203], [0.681, 1.562, 2.708], [0.146, -0.235, -0.222], [0.207, -0.713, -0.497], [0.056, -0.396, -0.973], [-0.209, -0.101, 0.023], [0.007, 0.215, 0.237], [-0.100, -0.308, -0.146], [0.627, 0.190, 0.105], [-0.013, -0.698, 0.698], [0.349, 0.171, 0.300], [0.157, 0.018, -0.386], [0.144, 0.672, -0.441], [-0.400, -0.043, -1.032], [-0.019, -0.574, -0.468], [0.317, 0.032, 0.938], [-0.655, -0.148, -0.289], [1.358, 1.566, -0.351], [-0.583, -0.183, -0.463], [-0.068, 0.205, -0.032], [-0.284, 0.514, -0.257], [-0.091, 0.406, 0.307], [0.362, -0.387, 0.000], [0.125, -0.148, -0.277], [-0.159, 0.812, 0.574], [0.099, 1.277, 0.793], [-0.369, 0.159, 0.147], [0.144, -0.046, -1.132], [0.106, 0.139, -0.328], [-0.026, 0.210, 0.115], [0.006, -0.058, 0.149], [0.759, 0.517, 0.057], [0.469, -0.334, 0.080], [0.354, -0.301, 0.250], [-0.205, -0.433, 0.250], [-0.949, 0.082, -0.424], [0.485, 0.054, -0.079], [-0.078, 0.485, -0.538], [0.004, -0.231, -0.219], [0.269, 0.508, 0.402], [-0.377, 0.462, 0.232], [0.209, -0.148, -0.455], [0.255, 0.122, -0.353], [-1.166, -0.384, 0.974], [-0.144, -0.204, -0.502], [0.748, -0.101, 0.401], [-0.127, -0.125, 0.168], [-0.755, 0.046, -0.029], [-1.050, 0.563, 0.692], [-0.245, -0.769, -0.079], [-0.040, 0.280, -0.608], [-0.687, 0.003, -0.248], [0.449, 0.513, -0.549], [0.641, -0.132, -1.054], [-0.700, -0.016, 0.125], [0.455, 0.374, -0.007], [0.252, 0.337, -0.310], [-0.232, -0.353, 0.541], [-0.182, 0.634, -0.198], [0.400, 0.576, 0.623], [0.396, 0.186, -0.247]],
  "charge": 2,
  "homo_lumo_gap_ev": 1.315,
  "max_force_ev_per_a": 4.900,
  "e_lumo_ev": -10.87,
  "homo_ev": -12.180,
  "de_lowest_kj_mol": 1668.9
}


> Which formula does entry 2 have?

C25H59N8O9Y